[1]
The following is a DFT calculation (ωB97M-V/def2-TZVPD) of a structure of composition C2H31HgO14.

The geometry in XYZ format:
```
48
Properties=species:S:1:pos:R:3:lowdin_charge:R:1
H -1.720 -0.760 -6.715 0.0354
O 5.857 2.553 -0.444 -0.0562
H 6.123 3.286 -0.999 0.0298
O -2.031 -0.292 -5.940 -0.0541
O 4.589 1.259 3.470 -0.0558
H 6.370 1.811 -0.764 0.0313
H -3.534 3.751 4.926 0.0328
H -0.361 -0.551 1.013 0.1856
H 5.344 0.701 3.655 0.0326
O -5.276 -0.159 5.318 -0.1067
H -0.313 1.261 -1.396 0.1001
O 1.028 -4.569 -2.441 -0.0447
O 3.067 -0.908 -4.760 -0.0533
H -0.593 1.142 1.121 0.1350
O -3.474 -4.431 2.895 -0.0485
O 1.618 -1.614 6.220 -0.0509
O -1.969 4.074 -5.229 -0.0468
H -2.252 4.085 -4.315 0.0213
H 2.126 -0.940 5.768 0.0251
H -3.632 -2.585 -1.711 0.0123
H -1.678 3.175 -5.379 0.0221
C -0.149 0.331 -0.852 -0.0237
H -2.665 -4.917 3.054 0.0346
H -0.430 -0.492 -1.509 0.0891
O -3.760 -3.331 -2.297 -0.0494
H -5.836 -0.451 6.038 0.0373
H 2.690 5.570 -2.228 0.0248
H -3.314 4.687 3.757 0.0313
H 0.074 -4.513 -2.502 0.0254
H -3.183 -3.559 2.629 0.0138
H 1.330 -3.668 -2.559 0.0178
H 0.907 0.199 -0.614 0.0904
C -0.860 0.278 0.511 -0.2398
H -4.397 -0.443 5.568 0.0316
H -2.251 -0.982 -5.314 0.0220
H 2.720 -2.983 1.408 0.0144
H 1.548 -2.328 5.586 0.0246
H 2.545 -0.260 -4.287 0.0181
H 3.540 -0.400 -5.419 0.0354
O -2.225 -0.092 0.519 0.1214
H -4.296 -3.944 -1.793 0.0365
O 3.257 -3.493 2.014 -0.0500
Hg -6.260 1.400 2.102 0.6032
H 4.084 -3.623 1.551 0.0357
H 4.763 1.616 2.598 0.0190
O -3.905 4.008 4.082 -0.0850
O 2.915 5.509 -3.157 -0.0520
H 3.868 5.593 -3.179 0.0271
```

## Properties
Multiplicity: 1
Relative energy (zero: lowest compared OMol25 entry of this formula, charge and spin): 718.6 kJ/mol
HOMO: -12.852 eV
Net charge: +1



[2]
The following is a DFT calculation (ωB97M-V/def2-TZVPD) of a cluster of 15 separate species, C2H33O15 in total.

The geometry in XYZ format:
```
50
Properties=species:S:1:pos:R:3:lowdin_charge:R:1
O 18.788 -21.919 1.589 -0.0876
H 13.396 -24.756 -0.124 -0.0526
H 16.074 -23.536 -1.134 0.0005
H 11.684 -25.096 1.291 0.1412
O 10.551 -21.946 1.041 -0.0781
H 15.923 -20.002 1.364 0.0249
H 12.070 -24.760 -2.303 0.0687
H 12.949 -21.398 3.010 -0.0371
H 15.473 -24.932 4.294 0.0143
C 15.619 -23.536 1.675 -0.0749
H 13.959 -22.855 0.602 0.1015
O 15.433 -21.525 4.088 -0.0615
O 12.726 -20.539 3.380 -0.0462
O 11.842 -23.933 -1.827 -0.0505
O 13.632 -21.454 -2.007 -0.0744
H 10.712 -21.408 0.247 0.0367
O 14.191 -19.440 0.464 -0.0467
H 13.605 -20.187 0.412 0.0070
H 14.869 -22.013 3.438 0.0102
H 14.917 -20.867 4.538 0.0599
H 12.481 -23.829 1.511 0.0064
O 18.226 -22.142 4.235 -0.0596
O 11.420 -23.836 4.124 -0.0578
H 17.309 -21.947 4.455 0.0106
C 14.357 -22.711 1.628 -0.4317
O 11.774 -24.155 0.957 -0.0818
H 16.321 -22.214 -1.657 0.0888
O 13.575 -22.918 2.711 -0.3467
H 12.099 -23.324 3.676 -0.0199
H 14.377 -25.460 0.872 0.0126
O 16.486 -19.879 2.181 -0.0813
H 14.718 -21.624 1.602 0.0997
H 11.804 -24.188 4.921 0.0207
H 14.179 -22.264 -1.814 0.0077
O 15.865 -23.056 -1.919 -0.0474
H 13.555 -18.781 0.770 0.0573
H 14.317 -24.062 3.800 -0.0505
H 18.576 -22.257 2.457 -0.0370
H 11.649 -23.920 -0.910 -0.0312
H 15.513 -24.648 1.915 0.0955
H 16.173 -23.504 0.763 0.0515
O 14.578 -24.676 4.472 -0.0515
H 13.029 -21.719 -2.663 -0.0108
H 18.823 -22.082 5.003 0.0632
H 16.049 -20.487 2.767 -0.0452
H 11.008 -22.807 1.041 -0.0436
H 16.309 -23.206 2.407 0.0467
O 13.982 -25.455 0.002 -0.0265
H 11.803 -20.632 3.477 0.0081
H 17.986 -21.431 1.357 -0.0013
```

## Properties
Multiplicity: 1
Relative energy (zero: lowest compared OMol25 entry of this formula, charge and spin): 116.7 kJ/mol
HOMO: -6.580 eV
Net charge: -1



[3]
The following is a DFT calculation (ωB97M-V/def2-TZVPD) of a cluster of 16 separate species, C2H35NO17 in total.

The geometry in XYZ format:
```
55
Properties=species:S:1:pos:R:3:lowdin_charge:R:1
H -0.328 0.449 2.246 0.0338
O -0.002 0.033 -3.092 0.0471
O 3.501 -0.531 1.958 -0.0430
O -3.818 1.512 -0.728 -0.0488
H 0.258 -1.680 3.677 0.0266
H -0.006 -0.604 0.066 0.0956
H -2.429 3.689 -1.592 0.0092
H 2.242 3.459 1.127 0.0460
H 3.436 -1.491 1.892 0.0510
O -2.359 -1.262 -1.710 -0.0363
H 0.886 0.201 -3.448 0.1040
H 2.430 -1.430 4.960 0.0733
H 2.471 0.770 -1.672 0.0236
O 0.911 -4.196 1.183 -0.0519
H -1.742 0.154 -4.511 0.0193
O -1.617 -2.954 0.678 -0.0488
O -2.387 -0.544 -4.693 -0.0660
O 1.952 -1.657 4.155 -0.0530
H -4.191 1.566 1.576 0.0261
H 3.535 0.777 -2.890 0.0494
O 4.231 1.372 -0.361 -0.0608
C -0.239 0.375 -1.791 -0.5985
O -0.877 1.394 -1.607 0.0590
H 1.419 -4.959 1.470 0.0554
H -1.044 -3.642 1.036 0.0114
O 2.624 0.689 -2.625 -0.0463
H -2.303 -2.157 -2.062 0.0691
O 2.435 2.622 1.572 -0.0724
H 0.828 3.310 -1.344 0.0632
H -1.582 1.227 1.480 0.0517
H -3.939 0.326 2.315 0.0458
H -0.046 -2.317 -2.082 0.0801
N 0.306 -0.530 -0.906 0.0507
H -2.315 -1.379 -0.754 0.0290
H -1.115 -1.116 3.212 0.0540
H -2.436 4.718 -0.503 0.0342
H 3.810 1.905 0.333 0.0063
H 4.753 0.732 0.134 0.0342
H 1.541 2.271 1.505 0.0174
H -2.763 -0.668 -3.812 -0.0007
H 0.533 -3.656 1.895 0.0230
H 0.939 -2.572 -0.739 0.0737
C 0.683 -1.793 -1.481 -0.1002
O -2.103 4.580 -1.397 -0.0612
O 0.861 3.057 -0.411 -0.0697
H 1.994 -0.949 3.499 0.0247
H 0.219 2.323 -0.463 0.0038
H 2.883 -0.184 1.302 0.0272
H -3.222 0.761 -0.748 0.0029
H -4.174 1.720 -1.604 0.0609
H 1.638 -1.650 -2.046 0.0924
O -0.365 -1.641 2.909 -0.0834
O -3.676 1.255 2.338 -0.0609
O -1.038 0.438 1.609 -0.0620
H -1.202 -2.126 0.943 -0.0113
```

## Properties
Multiplicity: 1
Relative energy (zero: lowest compared OMol25 entry of this formula, charge and spin): 99.5 kJ/mol
HOMO: -10.226 eV
Net charge: 0



[4]
The following is a DFT calculation (ωB97M-V/def2-TZVPD) of a cluster of 19 separate species, C2H36F6NO22S2 in total.

The geometry in XYZ format:
```
69
Properties=species:S:1:pos:R:3:lowdin_charge:R:1
F -3.173 0.294 1.404 0.0984
H 0.623 5.780 -0.246 0.0296
H -1.441 -1.070 -3.810 0.0353
H 2.641 -4.096 -1.031 -0.0060
O 1.280 1.051 -1.349 -0.3088
F 1.634 -1.844 1.019 0.1561
H -3.862 -1.888 2.455 0.0318
O 2.374 0.707 -3.897 -0.0566
H -4.439 3.973 -1.849 0.0280
O -0.510 -0.276 3.242 -0.0641
O 2.112 0.161 4.169 -0.0731
H 4.259 -4.638 0.955 0.0640
O 4.385 1.672 -2.319 -0.0751
H -0.582 -0.090 2.275 -0.0066
O -4.645 -1.915 1.894 -0.0434
O -1.935 -2.004 0.022 -0.0762
F -3.915 1.837 0.109 0.1258
O -0.252 1.834 -4.663 -0.0539
H -1.327 -1.236 0.110 0.0035
C 1.497 -1.306 -0.182 -0.6641
O 2.789 -4.722 -1.746 -0.0523
F 0.598 -1.927 -0.916 0.1749
H 2.818 -5.012 1.290 0.0787
H 4.954 -2.428 2.249 0.0306
O 1.849 3.566 -2.352 -0.0591
O -2.146 -0.454 -3.590 -0.0640
H 2.077 4.020 -1.536 0.0312
H 2.646 -3.122 3.648 -0.0016
H 4.374 2.629 -2.398 0.0188
H -2.013 -0.254 -2.651 -0.0126
O -4.251 4.736 3.237 -0.0569
F 2.695 -1.394 -0.770 0.1554
H 3.847 -2.340 1.209 -0.0242
H 3.576 -5.203 -1.483 0.0187
H -0.234 4.753 -0.975 -0.0072
H -2.426 -4.287 -2.217 0.0278
H -4.777 3.933 3.187 0.0241
H -0.993 0.445 3.660 0.0557
H 2.643 0.391 3.402 0.0242
H 0.209 2.677 -4.743 0.0443
S 1.078 0.519 -0.013 0.7399
H -2.748 -1.730 0.464 0.0376
S -1.327 1.544 -0.157 0.6068
H 1.205 0.061 3.818 -0.0105
O -1.800 1.344 -1.503 -0.2700
H 1.986 0.598 -3.016 -0.0003
O -0.060 5.701 -0.917 -0.0662
O -1.629 -4.304 -1.681 -0.0650
F -2.896 2.400 1.920 0.1503
O 1.936 1.024 1.022 -0.2343
O -1.028 -3.868 1.784 -0.0734
H 1.906 -1.869 4.100 -0.0088
H -1.180 -3.283 1.015 -0.0208
O 4.346 -1.807 1.840 -0.0551
H 3.644 1.379 -2.878 -0.0269
O 3.386 -4.256 1.097 -0.0453
H -4.882 5.450 3.105 0.0308
H 1.600 0.799 -4.465 0.0293
H -1.741 -3.570 -1.059 -0.0214
O 2.101 -2.783 4.364 -0.0716
H -1.033 2.033 -4.135 0.0356
H 1.801 2.628 -2.104 -0.0191
N -0.545 0.370 0.533 -0.3296
O -3.510 4.059 -2.077 -0.0505
O -0.804 2.878 0.067 -0.2830
H -3.202 4.816 -1.567 0.0353
C -2.905 1.522 0.928 -0.6210
H -1.484 -3.439 2.511 0.0179
H -5.177 -1.170 2.187 0.0385
```

## Properties
Multiplicity: 1
Relative energy (zero: lowest compared OMol25 entry of this formula, charge and spin): 0.0 kJ/mol
HOMO: -8.144 eV
Net charge: -1



[5]
The following is a DFT calculation (ωB97M-V/def2-TZVPD) of a structure of composition C2H37O21V2.

The geometry in XYZ format:
```
62
Properties=species:S:1:pos:R:3:lowdin_charge:R:1
O 1.166 -3.497 3.207 -0.0094
C 0.850 -2.460 -2.833 -0.4021
H 0.290 1.461 -3.234 0.0974
H 3.001 -0.775 3.601 0.0639
H -0.100 -2.968 -2.403 0.1073
H 1.292 -3.769 2.313 0.0284
O 3.259 -0.486 -1.507 -0.0230
H -0.496 -0.046 2.043 0.1341
O -0.577 -3.455 0.106 -0.0143
H 0.752 -2.364 -3.946 0.1379
H -1.869 3.799 1.952 0.0110
O -0.929 -0.826 1.580 -0.0418
H -2.665 1.081 1.507 -0.0648
H 4.684 -1.969 0.453 0.0679
H 0.655 4.176 2.264 0.0678
H -0.050 -4.202 -0.118 0.0862
H -4.082 1.074 -3.053 0.0408
H 2.897 -0.398 1.461 -0.0289
H 3.097 -1.970 0.356 -0.0710
O 1.404 2.410 -0.064 -0.0306
H -3.573 2.820 0.605 -0.0266
V -0.654 1.912 -0.679 0.9301
H -2.740 -1.523 -0.464 0.1219
O -3.897 0.260 -2.580 -0.0688
O -4.009 2.573 -0.231 -0.0603
H 2.108 1.833 0.223 0.0361
H 0.209 -3.404 3.315 0.0585
H -2.884 1.072 2.919 0.0489
O -1.821 1.238 -1.618 -0.3034
H -1.237 -3.796 0.701 0.0951
H 2.645 -1.018 -1.990 -0.0122
O 2.172 -0.955 3.161 -0.0464
O 3.856 -2.414 0.699 -0.0486
H -2.238 -1.881 -1.907 0.0921
H -3.212 4.249 2.360 0.0967
O -3.397 1.055 2.100 -0.0491
O 2.983 0.412 0.984 -0.0675
H 1.985 -1.876 3.295 -0.0149
H 3.447 0.254 -2.076 0.0719
H -3.010 0.442 -2.307 -0.0843
H 0.240 2.696 2.577 0.0608
O -1.378 3.900 -0.842 -0.0136
H -4.362 1.751 0.063 0.0138
C 2.043 -3.209 -2.349 -0.0909
O 1.386 -1.518 0.487 -0.2891
H 0.883 2.825 -2.773 0.1609
V -0.008 -1.344 -0.310 1.0130
H -1.207 -1.365 2.292 0.0741
O 0.884 -1.283 -2.187 -0.3196
H 3.099 0.007 0.124 -0.0268
H 3.051 -2.959 -2.764 0.1141
O -2.719 4.043 1.559 -0.0542
H -1.963 4.081 -0.100 0.0377
O 0.264 2.058 -2.489 -0.0836
H 1.662 3.259 0.250 0.0732
H -1.767 4.231 -1.634 0.0957
H 1.954 -4.254 -2.502 0.0661
O -1.372 1.810 0.754 -0.3387
O -0.094 3.593 2.431 -0.0379
O -2.034 -1.391 -1.123 -0.0247
H 2.088 -3.233 -1.258 0.0585
O 0.015 0.242 -0.390 -0.4150
```

## Properties
Multiplicity: 1
HOMO: -12.294 eV
Net charge: +1



[6]
The following is a DFT calculation (ωB97M-V/def2-TZVPD) of a structure of composition C2H38BeO19.

The geometry in XYZ format:
```
60
Properties=species:S:1:pos:R:3:lowdin_charge:R:1
H 4.168 -0.291 -2.787 0.0072
H 2.115 -4.033 0.908 0.0939
H 2.874 0.229 0.107 -0.0093
H -3.958 2.160 -0.306 0.0736
H -1.061 -2.705 -1.254 -0.0089
C -0.368 0.852 0.541 -0.2714
O 0.615 -1.318 -3.421 -0.0200
H 0.443 -3.943 -2.177 0.0963
H 0.474 -0.317 -1.060 0.1127
H 1.545 1.785 1.618 -0.0050
H -0.039 -1.198 -4.078 0.0459
H -0.692 -3.302 0.923 0.0479
H -2.596 -1.190 3.395 0.0149
H -0.776 1.172 3.961 0.0506
O -2.172 3.048 1.720 -0.0886
H -3.622 -0.131 -0.034 0.0180
O -3.531 1.469 -0.797 -0.0202
H -1.629 2.588 1.059 -0.0313
O -3.586 -1.107 0.032 -0.0502
O 3.324 -0.629 -2.670 -0.0285
O -1.800 0.285 -2.627 -0.0403
O 0.280 2.131 -2.741 0.1184
H -2.627 1.502 -0.557 -0.0135
O -0.554 -2.578 1.542 0.0091
H -4.251 -1.430 -0.563 0.0503
H 1.585 4.270 -0.111 0.1258
O -0.775 1.891 -0.304 -0.2303
O -1.805 -2.311 -1.702 -0.0407
H -2.364 -1.981 -1.015 -0.0192
H 2.179 -1.292 3.199 0.0317
C 0.745 0.100 -0.079 -0.2475
H -0.427 1.488 -2.866 0.0574
O 0.741 -3.338 -1.478 -0.0550
O 3.654 -0.281 -0.088 -0.0222
H 0.169 4.462 -0.644 0.1492
O 0.926 3.833 -0.653 0.1181
H -1.848 2.609 2.538 -0.0141
H -1.763 -0.632 2.286 -0.0272
H -0.193 1.162 1.619 0.1214
O -2.240 -0.410 3.064 -0.0026
H 1.483 2.926 2.719 0.0301
H 0.837 -2.544 -2.027 0.0231
H 1.287 -0.633 -3.485 0.0280
H -1.209 0.177 0.692 0.0940
O 2.931 -1.568 2.679 -0.0402
H 1.817 -3.113 -0.136 0.0158
H 1.187 -0.595 0.559 0.0818
H -1.658 2.260 4.643 0.0802
H 0.325 -2.353 1.429 -0.0407
O -0.936 2.143 3.988 -0.0757
H 2.683 -2.115 1.953 -0.0694
O 1.533 1.181 -0.475 -0.2238
O 2.393 -3.127 0.662 -0.0677
H 3.212 -0.458 -1.736 -0.0260
H -2.532 0.671 -2.192 -0.0079
H 3.452 -1.173 0.169 0.0155
H 1.025 1.772 -3.131 0.0625
O 2.009 2.201 2.369 -0.0507
Be 0.516 2.267 -1.028 0.0506
H -1.533 -0.555 -2.178 0.0240
```

## Properties
Multiplicity: 1
Relative energy (zero: lowest compared OMol25 entry of this formula, charge and spin): 0.0 kJ/mol
HOMO: -9.416 eV
Net charge: 0



[7]
The following is a DFT calculation (ωB97M-V/def2-TZVPD) of a structure of composition C2H38BeO23S.

The geometry in XYZ format:
```
65
Properties=species:S:1:pos:R:3:lowdin_charge:R:1
H -0.172 0.576 2.786 -0.0122
O 2.573 1.753 -0.312 -0.0868
H 3.911 -0.928 0.878 0.0108
H -0.814 -1.319 2.782 -0.0472
H 2.246 1.513 -3.802 0.0467
O -1.008 -1.976 3.492 -0.1004
O 1.441 1.994 -3.527 -0.0767
O 0.414 5.420 1.672 -0.3225
O 2.438 -0.820 3.468 -0.0547
O 0.616 0.405 -1.654 -0.3822
H -4.920 1.444 -2.101 0.0772
H 1.225 -1.378 -4.011 0.0410
H 0.246 1.972 3.345 -0.0387
H 0.508 -0.860 -2.779 -0.0495
H -3.449 1.068 -2.238 -0.0407
O 0.355 1.039 3.469 -0.0589
H 0.010 -1.411 -0.979 0.0722
H 1.172 -2.067 0.836 0.0015
O -2.406 0.538 3.869 -0.0373
S 0.719 4.047 1.614 0.2306
H -1.098 -3.583 0.898 0.0459
O 1.707 -2.840 0.662 -0.0198
H 2.149 -0.784 -1.588 -0.0379
H -3.096 -0.002 -4.053 0.0232
H -3.341 0.381 4.003 0.0275
C -0.227 -0.399 -0.766 -0.2192
O 1.837 3.813 0.765 -0.2869
H 3.622 0.617 0.817 0.0412
H -2.214 0.015 3.093 -0.0184
O -0.362 3.395 0.962 -0.2515
H -3.054 1.059 0.630 0.0870
O 0.744 3.496 2.990 -0.3254
H -1.318 -0.183 -0.741 0.1216
H -1.938 -2.169 3.256 0.0286
H 1.782 1.290 -0.571 -0.0400
C 0.321 -0.044 0.679 -0.2165
Be -1.446 2.774 0.157 0.3709
H -0.424 2.936 -1.773 0.0845
O -0.929 2.276 -1.359 0.0496
O 0.499 -1.563 -3.415 -0.0425
H -1.702 0.662 1.068 0.0310
O -2.454 0.108 -3.413 0.0185
H -1.259 -1.992 0.800 -0.0057
H -0.250 1.533 -1.320 0.0129
H 1.619 -0.471 3.224 -0.0580
O 0.730 -4.272 -1.534 -0.0941
O -2.259 1.491 0.936 0.0453
O 2.955 -1.101 -1.258 -0.0065
H 2.058 2.551 -0.014 -0.0256
H -1.602 -1.847 -2.357 -0.0558
H 2.854 -0.622 2.624 -0.0288
H 1.282 -0.547 0.928 0.1017
O 4.099 -0.101 1.336 -0.0957
O -1.898 -2.714 -2.201 -0.0624
H 1.131 1.379 -2.864 -0.0523
O -1.508 -2.863 0.435 -0.0556
O -0.793 -0.533 1.442 -0.3716
H 0.427 1.041 0.780 0.1003
H 1.440 -3.527 1.242 0.0496
H 1.045 -3.674 -0.820 -0.0154
H -1.885 0.827 -3.663 0.0635
H 0.237 -3.753 -2.171 -0.0113
H -1.631 -2.732 -1.279 -0.0355
H 3.069 -1.901 -1.762 0.0416
O -4.023 1.540 -1.642 -0.0843
```

## Properties
Multiplicity: 1
HOMO: -3.084 eV
Net charge: -2



Number 1: F_max 0.0748 hartree/bohr, orbital gap 2.860 eV. Number 2: F_max 0.0670 hartree/bohr, orbital gap 9.306 eV. Number 3: F_max 0.0577 hartree/bohr, orbital gap 9.982 eV. Number 4: F_max 0.0738 hartree/bohr, orbital gap 9.903 eV. Number 5: F_max 0.1198 hartree/bohr, orbital gap 8.085 eV. Number 6: F_max 0.0660 hartree/bohr, orbital gap 9.228 eV. Number 7: F_max 0.1844 hartree/bohr, orbital gap 6.495 eV.